Molecular formula: C8H11NS
Method: DFT, the ωB97M-V functional and the def2-TZVPD basis

Element x y z (Å)
C  1.957  -0.814  -0.563
C  0.578  -0.179  -0.582
C  0.232  0.442  -1.963
C  0.131  0.303  0.576
C  -1.200  1.026  0.747
C  -1.588  1.281  1.993
S  -0.514  0.655  3.261
C  0.650  -0.103  2.019
H  2.186  -1.262  -1.498
H  2.191  -1.461  0.322
H  2.533  0.070  -0.509
H  -0.541  1.255  -1.750
H  1.164  0.744  -2.381
H  -0.332  -0.307  -2.545
H  -1.556  1.676  -0.016
H  -2.601  1.596  2.308
H  1.524  0.520  2.172
H  0.586  -1.091  2.192
C  -1.882  -1.376  -1.198
N  -1.064  -1.833  -0.560
H  -2.455  -1.141  -2.025

Properties
Charge: 0
Orbital gap: 8.19 eV
F_max: 5.53 eV/A
HOMO level: -7.321 eV
Structure (SMILES): CC(C)=C1C=CSC1.C#N
LUMO energy: 0.873 eV
Energy above the lowest of the compared OMol25 structures with the same formula, charge and spin: 290.6 kJ/mol
Multiplicity: 1

In the natural (NBO) picture, each atom carries the following charge in e: number 1, C, carries -0.6489; number 2, C, carries 0.0820; number 3, C, carries -0.6410; number 4, C, carries -0.0596; number 5, C, carries -0.2847; number 6, C, carries -0.3158; number 7, S, carries 0.1968; number 8, C, carries -0.5243; number 9, H, carries 0.2107; number 10, H, carries 0.2222; number 11, H, carries 0.2175; number 12, H, carries 0.2140; number 13, H, carries 0.2228; number 14, H, carries 0.2040; number 15, H, carries 0.2118; number 16, H, carries 0.2341; number 17, H, carries 0.2361; number 18, H, carries 0.2280; number 19, C, carries 0.0678; number 20, N, carries -0.2972; number 21, H, carries 0.2237